DFT (the ωB97M-V functional and the def2-TZVPD basis) results for a cluster of 2 separate species, C4H10N2O in total.

```
17
C4H10N2O, DFT the ωB97M-V functional and the def2-TZVPD basis
C -2.193 -0.513 0.794
C -0.920 0.340 0.778
C -0.422 0.481 -0.627
C 0.551 -0.237 -1.201
N 1.385 -1.100 -0.554
H -2.539 -0.670 1.812
H -2.002 -1.481 0.338
H -2.985 -0.022 0.233
H -0.166 -0.114 1.419
H -1.145 1.328 1.183
H -0.985 1.160 -1.250
H 0.794 -0.082 -2.244
H 2.092 -1.603 -1.057
H 1.199 -1.348 0.400
N 2.217 1.468 0.314
O 2.771 0.363 0.232
H 2.350 2.030 -0.569
```

SMILES string = CC/C=C\N.N=O
Energy relative to the best compared isomer or geometry (same formula, charge and spin) = 459.4 kJ/mol
E_tot = -343.02650 hartree
Kohn-Sham gap = 8.68 eV

DFT (the ωB97M-V functional and the def2-TZVPD basis) results for the molecule C3H5N3OS.

```
13
C3H5N3OS, DFT the ωB97M-V functional and the def2-TZVPD basis
H 3.452 0.146 1.700
N 2.811 -0.444 1.110
C 1.667 0.154 0.929
N 0.519 -0.418 0.287
C 0.070 -1.794 0.430
N 0.888 -2.800 0.090
H 0.403 -3.736 0.356
O -0.639 0.382 0.276
C -0.845 0.946 -0.882
S -2.124 1.903 -1.147
H 1.477 1.145 1.384
H -1.037 -1.760 1.026
H -0.085 0.504 -1.594
```

SMILES string = [H]/N=C/N(/C=N/[H])OC=S
Energy relative to the best compared isomer or geometry (same formula, charge and spin) = 473.4 kJ/mol
E_tot = -754.85876 hartree
Kohn-Sham gap = 9.37 eV

DFT (the ωB97M-V functional and the def2-TZVPD basis) results for the molecule C13H15P.

```
29
C13H15P, DFT the ωB97M-V functional and the def2-TZVPD basis
C -0.777 2.169 0.516
C -2.127 1.895 0.511
C -1.775 -0.273 -0.613
C 0.168 1.253 -0.033
C -0.388 0.081 -0.587
C -2.627 0.696 -0.091
C 1.526 1.414 0.128
C 0.607 -0.872 -1.224
C 1.129 -1.433 1.230
C 2.832 -1.427 -0.056
C 2.443 -0.745 1.218
C 1.290 -1.767 -0.218
C -4.047 0.438 -0.067
P 2.738 2.423 -0.394
H -0.511 3.077 0.813
H -2.871 2.691 0.766
H -2.160 -1.122 -1.041
H 0.149 -1.462 -2.118
H 1.448 -0.358 -1.751
H 1.208 -2.263 1.899
H 0.234 -0.974 1.532
H 3.332 -0.845 -0.799
H 3.454 -2.305 -0.076
H 3.143 -0.361 2.012
H 0.940 -2.747 -0.767
H -4.251 -0.493 0.284
H -4.536 1.247 0.389
H -4.377 0.487 -1.094
H 3.802 1.576 -0.367
```

Energy relative to the best compared isomer or geometry (same formula, charge and spin) = 394.1 kJ/mol
E_tot = -845.46736 hartree
Kohn-Sham gap (spin up / spin down) = 7.25 / 7.35 eV